The following is a quantum chemistry calculation of a 6-piece molecular cluster, C17H34N2O16S overall in a non-equilibrium geometry, from OMol25.

Structure (XYZ):
```
70
C17H34N2O16S | OMol25 | ωB97M-V/def2-TZVPD
C -4.08333 1.71205 -1.45896
N -3.54498 1.84746 -2.85629
C -4.73453 2.15696 -3.69900
C -2.51800 3.00835 -2.96301
C -2.82939 0.55608 -3.30313
C -1.45306 0.17790 -2.72030
O -0.80238 -0.91717 -3.20603
H -3.18337 1.64169 -0.90887
H -4.69110 0.69752 -1.35056
H -4.74873 2.55026 -1.03229
H -4.66039 2.70936 -4.60247
H -5.57748 2.85482 -3.35106
H -5.19342 1.09636 -4.22718
H -3.06956 3.85681 -2.86792
H -2.02035 2.89905 -3.84491
H -1.72511 2.99080 -2.18684
H -2.79545 0.53100 -4.39587
H -3.52621 -0.35599 -3.24982
H -1.47650 -0.09570 -1.71618
H -0.74654 1.07997 -2.85087
H 0.00542 -1.29286 -2.77319
N 0.59510 -1.28758 -0.00577
O -0.35994 -0.57643 0.25870
O 1.40104 -1.72375 0.87085
O 0.92384 -1.58677 -1.19853
O 3.57476 1.92375 3.08852
S 2.34294 1.82931 3.89617
O 2.39956 1.48690 5.37783
O 1.55670 3.26557 3.82410
C 1.75516 4.23437 4.74800
C 0.91150 5.45606 4.34407
C 1.30940 0.68981 3.13296
H 2.73805 4.43214 4.97050
H 1.18057 3.71474 5.62626
H -0.15984 5.30502 4.40604
H 1.35239 5.50290 3.39855
H 1.47530 6.43951 4.85865
H 0.44514 0.70355 3.88058
H 1.76683 -0.11502 3.07103
H 1.06118 1.08994 2.34275
C -0.04199 -3.14412 3.33571
C -0.98964 -3.54231 2.04558
O -1.98524 -4.30533 2.64618
C -2.06522 -4.06987 3.92331
O -2.96300 -4.39159 4.66664
O -0.86997 -3.44694 4.42706
H 0.29247 -2.35422 3.33063
H 0.80171 -3.94341 3.38208
H -0.44105 -4.29581 1.51429
H -1.43395 -2.68607 1.36476
C 3.02734 1.40120 -0.30604
C 2.93875 1.14373 -1.81083
O 1.73550 1.88912 -2.14929
C 1.38701 2.54423 -1.14715
O 0.44878 3.30821 -1.05467
O 2.05170 2.39905 -0.00178
H 3.94900 1.94590 0.00396
H 2.81831 0.58613 0.42499
H 2.90944 -0.05769 -2.14733
H 3.85266 1.73887 -2.10417
C 1.86425 -4.45231 -2.80679
C 2.09003 -4.58416 -1.27639
O 2.65778 -5.92378 -1.15026
C 2.55686 -6.56639 -2.30132
O 2.76761 -7.83294 -2.45343
O 2.10415 -5.83911 -3.27479
H 2.68200 -3.83184 -3.27822
H 0.96573 -4.00186 -3.18712
H 1.15031 -4.33118 -0.75874
H 2.84347 -3.84422 -1.18337
```

The value obtained for the gap between HOMO and LUMO is 8.72 eV. The energy above the lowest of the compared OMol25 structures with the same formula, charge and spin comes out at 77.89 kcal per mole.

Atom charges from the Löwdin analysis, given in e for atoms 1 to 5: atom 1 (C): -0.01, atom 2 (N): -0.32, atom 3 (C): -0.06, atom 4 (C): 0.06, atom 5 (C): -0.09